Density functional theory data (wB97M-V/def2-TZVPD) for 2 unconnected molecules or ions with the total composition C5H11O at a distorted geometry.

## Properties
lowest unoccupied orbital energy: -8.2 eV
electronic energy: -7397.891 eV
orbital gap: 6.17 eV
ΔE to the lowest compared entry with this formula, charge and spin: 100.6 kcal per mole
largest force on an atom: 5.329 eV Å⁻¹
HOMO level: -14.393 eV

Structure (ORCA input):
```
! RIJCOSX wB97M-V def2-TZVPD def2/J DEFGRID3
* xyz 1 1
O 0.34933 0.49469 -0.48440
C -0.05773 1.54523 0.27571
C 1.51410 -0.07479 -2.79119
C -0.52092 0.17656 0.52758
C -1.99978 0.00652 0.33129
C -0.03050 -0.72958 1.65448
H -2.56620 -0.02420 1.33110
H 2.41117 0.58098 -2.36353
H 1.62902 -1.22147 -2.79291
H 0.32558 -1.66290 1.23070
H -0.57873 2.40289 -0.29184
H -2.35115 0.88941 -0.27640
H 0.83434 -0.32864 2.20390
H -0.96596 -0.92719 2.29737
H -2.25966 -1.00316 -0.01999
H 0.78845 2.03448 0.85769
H 0.53264 0.52637 -3.07753
*
```

Löwdin atomic charge list, values in e, 8 entries:
1. O -0.0576
2. C -0.1097
3. C 0.4661
4. C -0.5492
5. C -0.0235
6. C 0.0078
7. H 0.1202
8. H 0.1262

Density functional theory data (wB97M-V/def2-TZVPD) for a molecular structure, C16H15BrIrN5S4Sb at a distorted geometry.

## Properties
lowest unoccupied orbital energy (spin up / spin down): -0.5 / -2.0 eV
electronic energy: -147049.946 eV
orbital gap (spin up / spin down): 6.77 / 5.22 eV
largest force on an atom: 4.356 eV Å⁻¹
HOMO level (spin up / spin down): -7.263 / -7.256 eV

Structure (ORCA input):
```
! RIJCOSX wB97M-V def2-TZVPD def2/J DEFGRID3
* xyz 0 2
Ir -0.36497 -0.33141 0.01409
Sb -2.11109 2.56143 0.01319
Br -0.30737 -2.82689 -0.05656
S -2.86443 3.40778 -1.89671
S -2.48990 0.12518 0.07581
S -2.89321 3.47035 1.88503
S 0.17311 1.97788 0.04605
N 1.71546 -0.82370 3.58185
N 0.29017 -0.31842 1.98761
N 1.95785 -0.50995 -0.02570
N 1.59610 -0.59220 -3.65025
N 0.20132 -0.25732 -1.98522
C -0.97936 0.31637 5.86338
C 0.26856 -0.19770 5.57666
C -0.32847 -0.04073 3.21864
C -1.80202 0.39383 -3.42070
C -1.28612 0.32785 -5.79648
C 1.48019 -0.78443 2.25904
C -2.18168 0.54989 -4.73743
C 0.39282 -0.20561 -4.23941
C 0.56994 -0.36095 4.22973
C -0.48910 0.00244 -3.18487
C -1.58308 0.48080 3.51327
C 2.41204 -1.19956 1.17475
C -1.88932 0.65422 4.84651
C 1.41159 -0.61620 -2.31899
C 0.02123 -0.04949 -5.56999
C 2.41227 -1.04082 -1.30152
H 2.29883 -2.27347 1.01189
H 2.55706 -1.15631 4.01740
H -1.26274 0.46839 6.89688
H 2.39757 -2.13156 -1.24298
H 3.45423 -0.99615 1.43637
H 2.44823 -0.82583 -4.12804
H 0.97180 -0.45357 6.35842
H 3.42279 -0.72688 -1.57226
H 2.11776 0.49371 0.03947
H -1.63052 0.45431 -6.81496
H -2.28436 0.74701 2.73519
H -2.85193 1.06998 5.11382
H -3.19406 0.85973 -4.95776
H -2.49347 0.56941 -2.61120
H 0.71630 -0.21144 -6.38402
*
```

Löwdin atomic charge list, values in e, 8 entries:
1. Ir 0.5618
2. Sb -0.1629
3. Br 0.0053
4. S -0.1443
5. S 0.1476
6. S -0.1530
7. S 0.0355
8. N 0.1893

Density functional theory data (wB97M-V/def2-TZVPD) for 2 unconnected molecules or ions with the total composition C8H16N2O at a distorted geometry.

## Properties
lowest unoccupied orbital energy: -7.5 eV
electronic energy: -13564.170 eV
orbital gap: 9.40 eV
ΔE to the lowest compared entry with this formula, charge and spin: 38.5 kcal per mole
largest force on an atom: 4.978 eV Å⁻¹
HOMO level: -16.949 eV

Structure (ORCA input):
```
! RIJCOSX wB97M-V def2-TZVPD def2/J DEFGRID3
* xyz 2 1
O -7.56072 5.54112 3.80906
N -8.43567 6.21624 1.83801
N -8.66877 4.87264 2.01066
C -8.09818 4.45883 3.13508
C 11.00630 -6.58713 -2.68171
C -10.83921 3.79479 1.55756
C 9.53755 -4.53211 -2.48363
C 10.19588 -5.65250 -1.92035
C 8.89468 -3.39290 -1.72678
C -9.42112 3.95582 1.09704
C -7.83955 6.54180 2.98687
H 8.47661 -2.60961 -2.36934
H 10.08829 -4.22050 -3.41412
H -7.64175 7.59101 3.22794
H -8.19265 3.56624 3.58488
H -8.76365 3.02260 1.08233
H 9.56920 -2.77952 -1.04753
H 10.98223 -6.60310 -3.73910
H -10.88891 3.70765 2.60492
H 7.96862 -3.77047 -1.25015
H -11.35007 4.59411 1.14945
H -9.57659 4.36340 0.12781
H 8.76222 -5.07123 -3.09248
H 12.04882 -6.74855 -2.28108
H 10.57300 -7.61701 -2.39936
H 10.44713 -5.57110 -0.88944
H -11.27370 2.92948 1.08346
*
```

Löwdin atomic charge list, values in e, 8 entries:
1. O 0.1667
2. N 0.2061
3. N -0.0443
4. C 0.0644
5. C -0.0154
6. C -0.0423
7. C -0.2213
8. C 0.0740

Density functional theory data (wB97M-V/def2-TZVPD) for 17 unconnected molecules or ions with the total composition C26H60F4O21SSi at a distorted geometry.

## Properties
lowest unoccupied orbital energy: -1.2 eV
electronic energy: -100518.610 eV
orbital gap: 7.71 eV
largest force on an atom: 1.378 eV Å⁻¹
HOMO level: -8.924 eV

Structure (ORCA input):
```
! RIJCOSX wB97M-V def2-TZVPD def2/J DEFGRID3
* xyz 0 1
S 6.24117 0.54442 -2.58383
Si -3.74240 -0.26203 -0.41455
F 4.26418 2.45285 3.28167
F 6.65625 -0.05419 -3.96535
F 3.76832 0.74070 2.04041
F 5.84005 1.34366 2.30642
O -2.64261 1.78208 3.83311
O -1.11345 -0.22975 -5.54159
O -5.76208 3.34640 0.38002
O 8.55806 -2.68743 -3.07780
O 4.30034 2.96604 -2.14450
O -9.70524 3.95711 -1.59993
O -7.55526 2.10748 -2.39723
O -0.18829 1.92679 3.32774
O 6.82239 1.83448 -2.50898
O 1.23098 -4.65406 -1.31342
O 0.92077 4.72799 2.57953
O -8.85508 -0.67828 4.27082
O 6.51690 5.48302 2.65450
O 1.56255 -0.34723 -4.19829
O 3.72868 6.37962 2.69152
O -11.54274 -1.51271 5.82439
O -6.26364 -3.04175 1.59090
O 6.57890 -0.39562 -1.56840
O -8.96540 -3.22767 2.78796
O 5.13265 -6.09806 2.36451
O -2.45166 0.52673 -1.14179
C -1.84399 -0.09421 -2.26776
C 3.69527 -0.28354 -3.25021
C 3.10588 3.16953 0.57424
C -3.79494 0.21800 1.39437
C 1.02785 1.82354 0.41398
C -3.60688 -2.14372 -0.47579
C 0.18547 0.90437 -0.16534
C 4.52080 2.71650 0.93564
C 4.51000 -2.55224 -2.74780
C 2.23885 2.17449 -0.17526
C 1.69674 0.60192 -1.97134
C 3.24658 -3.54503 0.72396
C -0.50660 -0.74152 -1.89128
C 3.74809 -2.61129 -1.58582
C 2.55085 1.54902 -1.37366
C 0.48068 0.26633 -1.37056
C 5.93996 -4.25090 -1.81257
C 3.83621 1.85950 -2.06905
C 5.18355 -4.30427 -0.64671
C 5.61171 -3.38524 -2.84230
C 4.47800 0.64215 -2.69714
C 4.07139 -3.46732 -0.54967
C 4.15629 -1.58163 -3.86209
C -5.36188 0.36067 -1.17324
C 2.20795 -0.03127 -3.22339
C 4.57879 1.80454 2.13395
H 3.30844 -1.99366 -4.41441
H -5.90872 -0.49413 -1.57168
H 7.21077 5.63769 2.00476
H -2.91848 -0.13837 1.94060
H 0.22853 5.00048 3.18891
H 4.63577 6.05772 2.56409
H 2.58970 3.35690 1.51808
H -8.71950 -3.62027 3.63069
H 6.26058 -3.38201 -3.70976
H -10.35508 4.63567 -1.39291
H 0.75148 2.25272 1.36589
H 7.88545 -2.41252 -2.44134
H -4.05895 -2.50079 0.44854
H 6.68087 4.58886 2.97516
H 6.81142 -4.89088 -1.88980
H -5.09790 1.06713 -1.95929
H 1.29328 -5.56194 -0.99944
H 4.51230 -6.65019 2.85102
H 3.44956 5.95288 3.50778
H -7.20408 -3.26460 1.64499
H 5.06576 2.22104 0.13753
H 2.21142 -3.75556 0.45691
H 5.92140 -6.07882 2.91604
H -0.14069 -1.26781 -2.77200
H -9.61116 -2.55536 3.02762
H -5.95568 0.87862 -0.42963
H 3.63551 -4.33458 1.36149
H -5.81467 -3.83163 1.90666
H 2.87704 -1.97553 -1.44038
H -6.47009 2.82168 -0.00910
H -7.76541 1.72763 -3.25551
H -2.49302 -0.82129 -2.76399
H 9.14517 -1.92766 -3.14302
H -5.19747 3.55596 -0.37102
H 5.44720 -4.98156 0.15306
H -0.73840 0.65969 0.34278
H -4.66857 -0.23760 1.86627
H -7.80732 3.03555 -2.48498
H 1.47924 5.50665 2.46407
H -10.65863 -1.17900 5.62775
H -0.23691 -0.16662 -5.13417
H -0.67520 -1.49922 -1.12289
H -0.64000 1.31040 3.91362
H 1.89881 -4.59733 -2.00602
H -8.93806 -0.01891 3.57397
H 3.28630 -2.60788 1.28387
H 4.97287 -1.45051 -4.56497
H -1.13215 0.43085 -6.23831
H -4.12242 -2.55558 -1.34147
H -1.64274 0.67883 -3.00947
H 3.10806 4.11788 0.04107
H -9.48029 3.56318 -0.75100
H -3.83080 1.29936 1.51502
H 0.74732 1.72482 3.43643
H 5.10589 3.60042 1.19630
H -11.52623 -1.70435 6.76655
H -7.90952 -0.71517 4.44953
H -3.24836 2.10884 4.50517
H -2.10839 2.54642 3.59328
H -2.55759 -2.44316 -0.45689
*
```

Löwdin atomic charge list, values in e, 8 entries:
1. S 0.6637
2. Si 0.4475
3. F 0.1186
4. F -0.1271
5. F 0.1498
6. F 0.1214
7. O -0.0607
8. O -0.0596

Density functional theory data (wB97M-V/def2-TZVPD) for 2 unconnected molecules or ions with the total composition C5H8O4 at a distorted geometry.

## Properties
lowest unoccupied orbital energy: 6.3 eV
electronic energy: -13505.667 eV
orbital gap: 8.05 eV
ΔE to the lowest compared entry with this formula, charge and spin: 1.1 kcal per mole
largest force on an atom: 1.393 eV Å⁻¹
HOMO level: -1.744 eV

Structure (ORCA input):
```
! RIJCOSX wB97M-V def2-TZVPD def2/J DEFGRID3
* xyz -2 1
O -3.00597 -0.52547 -3.80519
O 3.86534 -1.32353 1.32202
O -2.50339 -0.97214 -1.63983
O 2.82350 -1.67378 3.29370
C 1.37878 0.55713 1.67019
C -2.74315 -0.22690 -2.60624
C -2.63916 1.32047 -2.34534
C 2.86619 -1.37972 2.07142
C 1.48815 -0.96640 1.44049
H 1.89238 0.87035 2.57412
H 1.80838 1.07149 0.80488
H 0.69764 -1.45761 2.00357
H -3.58450 1.85701 -2.44557
H 0.34139 0.90489 1.66861
H 1.48059 -1.22422 0.38408
H -1.91918 1.72039 -3.05789
H -2.24697 1.44805 -1.33304
*
```

Löwdin atomic charge list, values in e, 8 entries:
1. O -0.1503
2. O -0.1112
3. O -0.0984
4. O -0.1292
5. C -0.1317
6. C -0.8047
7. C -0.0696
8. C -0.7841

Density functional theory data (wB97M-V/def2-TZVPD) for a molecular structure, C7H11N3SY.

## Properties
lowest unoccupied orbital energy: -12.7 eV
electronic energy: -23757.650 eV
orbital gap: 8.46 eV
largest force on an atom: 0.765 eV Å⁻¹
HOMO level: -21.141 eV

Structure (ORCA input):
```
! RIJCOSX wB97M-V def2-TZVPD def2/J DEFGRID3
* xyz 3 1
Y -0.03055 0.04812 -0.57526
S -1.75812 0.85345 1.08449
N 0.40048 2.20890 1.94912
N 1.19355 1.33891 1.16249
N -1.63702 2.89721 2.72997
C -0.97863 -2.52182 0.55397
C -0.94355 -2.51719 -0.84647
C 0.27808 -2.37383 -1.51721
C 1.46273 -2.23069 -0.78933
C 1.42598 -2.23248 0.61368
C -0.93820 2.08817 1.98146
C 0.20486 -2.36951 1.28062
H 2.35167 -2.18372 1.17672
H 0.17997 -2.41179 2.36336
H -2.64701 2.81599 2.75268
H -1.91821 -2.67716 1.07126
H 0.31317 -2.44647 -2.60030
H 0.89752 2.88293 2.52117
H -1.22582 3.61876 3.31313
H 2.41211 -2.17835 -1.31192
H 1.91451 1.92349 0.72807
H -1.85429 -2.67657 -1.41416
H 1.69692 0.71128 1.79461
*
```

Löwdin atomic charge list, values in e, 8 entries:
1. Y 1.6385
2. S 0.7264
3. N -0.0186
4. N -0.0259
5. N 0.2085
6. C -0.0583
7. C -0.0946
8. C -0.1444